{"formula": "C5H14N3OP", "method": "wB97M-V/def2-TZVPD", "species": ["C", "C", "C", "C", "C", "N", "N", "N", "O", "P", "H", "H", "H", "H", "H", "H", "H", "H", "H", "H", "H", "H", "H", "H"], "coordinates": [[3.0840, 0.6118, 0.1887], [-1.5954, -0.9166, 1.1021], [-0.3396, 0.1990, 2.8409], [0.6499, -1.0400, -1.8004], [-1.2355, 0.4556, -2.2160], [2.1716, 1.1383, -0.5037], [-0.2658, -0.6328, 1.6883], [0.0802, 0.2814, -1.6394], [-0.1750, 2.4679, -0.1713], [0.4850, 1.1338, -0.2763], [4.0845, 0.4492, -0.1697], [2.7770, -0.0911, 1.0470], [-2.2740, -0.1130, 1.3846], [-1.4226, -0.8619, 0.0028], [-2.0369, -1.8954, 1.5342], [-1.0975, -0.1488, 3.5432], [0.7080, 0.2178, 3.2463], [-0.8544, 1.2856, 2.6334], [1.5601, -1.2073, -1.3602], [-0.1105, -1.6926, -1.1945], [0.6358, -1.1589, -2.9087], [-1.3676, 0.5041, -3.2823], [-1.9571, -0.3761, -1.8992], [-1.5044, 1.3900, -1.7896]], "atomic_forces_ev_per_a": [[-2.3, -2.7, 1.1], [0.7, -0.1, 0.5], [-0.3, 2.3, -0.3], [-4.4, -0.6, -0.6], [-1.0, -1.2, 1.3], [0.8, 0.9, -0.2], [-0.2, 0.2, -1.5], [0.5, 0.1, -0.2], [0.5, -1.0, 0.1], [-0.4, 0.2, 0.9], [0.6, 0.8, -0.2], [0.6, 1.2, -0.6], [-0.4, 0.1, -0.2], [-0.8, -0.8, 0.9], [0.9, 1.3, -1.0], [0.2, -0.7, 0.4], [-1.3, 0.6, 0.1], [1.7, -2.0, 0.2], [2.4, 0.0, 0.8], [1.4, 0.1, -1.7], [0.2, -0.8, 0.9], [0.9, 0.1, -0.7], [0.8, 1.0, -0.1], [-1.2, 0.8, 0.1]], "mulliken_charge": [-0.198, -0.518, -0.800, -0.764, -0.844, -0.402, -0.296, -0.061, -0.658, 0.769, 0.307, 0.213, 0.374, -0.129, 0.281, 0.396, 0.253, 0.259, 0.309, 0.239, 0.297, 0.312, 0.321, 0.340], "lumo_ev": [-0.1, -0.3], "de_lowest_kj_mol": 311.9, "spin_multiplicity": 1, "e_homo_ev": [-7.46, -8.65], "total_energy_ev": -21214.7969}

***

{"formula": "C5H14N4", "method": "wB97M-V/def2-TZVPD", "species": ["C", "N", "N", "N", "H", "H", "H", "H", "H", "C", "C", "C", "N", "C", "H", "H", "H", "H", "H", "H", "H", "H", "H"], "coordinates": [[1.3406, 2.1033, 0.6046], [2.0413, -1.2357, -0.0473], [1.5903, -0.1587, 0.6082], [1.5816, 0.8916, -0.1556], [2.6666, -1.0804, -0.8316], [2.2074, -2.0312, 0.5450], [0.5543, 1.9388, 1.3458], [2.2680, 2.4389, 1.0708], [0.9927, 2.8713, -0.0843], [-1.9397, 1.3484, -0.0510], [-0.7603, -2.3624, 0.1116], [-1.2677, 0.0616, -0.4666], [-0.5496, 0.1652, -1.6159], [-1.1227, -0.9512, 0.4483], [0.5947, 0.7371, -1.1902], [-0.1794, -0.7381, -1.8988], [-1.6100, -0.8227, 1.4062], [-2.0714, 1.4171, 1.0281], [-2.9239, 1.3926, -0.5239], [-1.3942, 2.2257, -0.3955], [-0.0507, -2.4185, -0.7158], [-1.6511, -2.9322, -0.1682], [-0.3167, -2.8606, 0.9762]], "atomic_forces_ev_per_a": [[-0.6, 0.1, 0.0], [-0.2, 0.3, 0.0], [0.4, 1.6, -1.3], [0.5, -1.9, 1.0], [-0.2, 0.0, 0.1], [0.0, 0.1, 0.0], [0.2, 0.0, 0.2], [-0.1, 0.0, 0.0], [0.1, 0.0, 0.0], [-0.3, -0.2, -0.1], [0.2, 0.1, 0.0], [1.0, -0.1, 2.3], [2.3, 1.1, -0.7], [-1.1, 0.3, -0.8], [-2.2, -1.3, -0.8], [-0.1, -0.1, 0.0], [-0.2, 0.0, 0.1], [-0.1, -0.1, 0.0], [0.0, 0.1, 0.0], [0.1, 0.0, -0.1], [0.0, -0.1, 0.0], [0.0, 0.0, 0.0], [0.0, -0.1, 0.0]], "mulliken_charge": [-0.790, -0.323, -0.110, -0.219, 0.249, 0.250, 0.320, 0.282, 0.333, -1.263, -1.356, 0.656, -0.841, -0.278, 0.469, 0.351, 0.312, 0.340, 0.353, 0.293, 0.359, 0.310, 0.301], "lumo_ev": [0.5, 0.5], "de_lowest_kj_mol": 341.4, "spin_multiplicity": 1, "e_homo_ev": [-7.50, -7.50], "total_energy_ev": -11368.8755}

***

{"formula": "C5H14NO", "method": "wB97M-V/def2-TZVPD", "species": ["C", "C", "C", "C", "C", "N", "H", "H", "H", "H", "H", "H", "H", "H", "H", "H", "H", "H", "H", "H", "O"], "coordinates": [[1.7695, -0.0082, -2.5310], [1.5983, -0.7169, -1.1951], [0.1251, -0.7680, -0.7398], [-0.5792, 0.5638, -0.5445], [-0.9097, 1.7311, 1.6098], [-0.0712, 1.2878, 0.6254], [2.8061, -0.0618, -2.8549], [1.1627, -0.3859, -3.3522], [1.5961, 1.0554, -2.3949], [1.9043, -1.7597, -1.2560], [2.1450, -0.1474, -0.4664], [-0.4501, -1.3777, -1.4451], [0.0887, -1.3095, 0.2141], [-0.4595, 1.2086, -1.4141], [-1.6317, 0.4031, -0.3362], [-0.5297, 2.3781, 2.3690], [-1.7939, 1.1729, 1.9041], [0.9095, 1.1498, 0.7957], [-3.3249, -1.2711, 3.8013], [-1.9027, -1.9191, 3.8018], [-2.4528, -1.2254, 3.4087]], "atomic_forces_ev_per_a": [[0.6, 0.2, 0.1], [-1.6, 0.0, -0.6], [0.0, -0.4, 0.1], [0.4, 0.2, 0.9], [-0.4, -0.1, 0.4], [0.0, -0.4, -0.6], [0.2, -0.2, -0.1], [-0.2, -0.1, 0.1], [-0.3, 0.2, -0.2], [0.5, 0.1, 0.2], [0.7, -0.2, 0.5], [0.1, 0.1, -0.1], [-0.1, 0.1, -0.1], [-0.3, 0.0, -0.3], [-0.2, 0.0, -0.3], [0.5, 0.3, 0.2], [0.0, -0.1, -0.4], [0.1, 0.3, 0.2], [0.0, -0.2, 0.2], [-0.5, 0.3, 0.0], [0.5, 0.0, -0.2]], "lowdin_spin": [0.001, 0.001, 0.003, 0.017, 0.593, 0.261, 0.000, 0.000, 0.000, 0.000, 0.001, 0.000, 0.000, 0.007, 0.003, 0.045, 0.051, 0.013, 0.000, 0.000, 0.004], "lumo_ev": [0.8, 0.8], "de_lowest_kj_mol": 48.0, "spin_multiplicity": 2, "e_homo_ev": [-6.02, -9.34], "total_energy_ev": -8947.6167}

***

{"formula": "C5H14NO", "method": "wB97M-V/def2-TZVPD", "species": ["C", "C", "C", "C", "C", "N", "H", "H", "H", "H", "H", "H", "H", "H", "H", "H", "H", "H", "H", "H", "O"], "coordinates": [[1.5295, 1.7180, 0.0016], [1.4907, 0.1841, -0.0604], [0.4959, -0.4896, -0.9409], [-0.3005, -1.4467, -0.4543], [-1.0410, -2.5089, -1.1632], [0.1919, 2.3376, 0.1983], [1.9800, 2.1184, -0.9234], [2.2025, 1.9404, 0.8103], [1.4607, -0.1687, 0.9648], [2.3696, -0.1290, -0.6887], [0.3907, -0.0882, -1.9622], [-0.0294, -1.6348, 0.6094], [-0.4116, -3.1585, -1.7643], [-1.7451, -2.0413, -1.8718], [-1.4316, -3.1709, -0.4067], [-0.4173, 1.6719, 0.6929], [-0.3598, 2.5222, -0.6472], [0.1945, 3.2910, 0.5753], [-2.9271, -0.1776, 2.4010], [-1.5516, -0.4346, 2.7131], [-2.0912, -0.3348, 1.9166]], "atomic_forces_ev_per_a": [[1.1, -0.6, -1.6], [0.5, 0.2, -1.6], [-2.2, 0.9, -0.1], [2.6, -0.2, 0.9], [-0.5, 0.4, -0.5], [-1.2, 0.3, -0.4], [-0.4, 0.1, 0.4], [-0.1, 0.7, 0.5], [0.3, -0.6, -0.1], [0.3, 0.5, 1.6], [0.3, -0.5, 0.2], [-0.7, -0.2, -0.6], [0.5, 0.2, -0.1], [-0.3, -0.6, 0.5], [-1.0, -0.1, -0.1], [0.0, 0.3, 0.6], [0.5, -0.6, -0.5], [0.3, -0.5, 0.8], [0.0, 0.0, -0.9], [0.6, -0.3, -0.3], [-0.5, 0.4, 1.3]], "mulliken_charge": [-0.601, -0.574, -0.391, 0.176, -1.202, -0.214, 0.334, 0.345, 0.397, 0.263, 0.373, 0.099, 0.331, 0.308, 0.327, 0.253, 0.397, 0.378, 0.308, 0.324, -0.630], "lumo_ev": -3.5, "de_lowest_kj_mol": 205.7, "spin_multiplicity": 1, "e_homo_ev": -12.64, "total_energy_ev": -8941.8760, "charge": 1}

***

{"formula": "C5H14NO", "method": "wB97M-V/def2-TZVPD", "species": ["C", "C", "C", "C", "C", "N", "H", "H", "H", "H", "H", "H", "H", "H", "H", "H", "H", "H", "H", "H", "O"], "coordinates": [[-3.1431, -1.2795, 0.4957], [-1.8640, -0.4123, 0.2849], [-0.9134, -0.7143, -0.9154], [0.5045, -0.3099, -0.7026], [0.7956, 0.9331, -1.1360], [2.0721, 1.6160, -0.5214], [-3.3845, -2.0363, -0.2587], [-4.0585, -0.7170, 0.6194], [-2.9450, -1.7064, 1.4835], [-1.3276, -0.5389, 1.2293], [-2.1164, 0.6514, 0.1628], [-1.2852, -0.2160, -1.8181], [-0.9418, -1.8059, -1.0341], [1.1986, -1.0953, -0.3973], [0.6469, 1.3160, -2.1361], [2.9634, 1.2189, -0.8242], [2.0123, 1.4701, 0.4944], [1.9410, 2.5189, -0.9556], [2.7155, 0.0017, 2.4353], [4.0218, 0.6606, 1.8310], [3.1077, 0.4451, 1.6635]], "atomic_forces_ev_per_a": [[0.6, 0.0, 0.3], [0.0, 0.8, -0.2], [-0.5, -1.7, -0.3], [-1.2, 0.8, -1.1], [2.7, -1.3, 1.0], [-1.3, -1.5, -1.8], [0.5, 0.0, 0.2], [0.0, 0.5, -0.1], [-0.6, -0.7, -0.4], [0.3, 0.4, -0.3], [0.0, -0.2, 0.4], [-0.2, -0.2, 0.1], [0.0, 0.2, -0.4], [0.1, 0.8, 1.3], [-1.2, 0.5, 0.4], [-0.1, 0.0, -0.1], [0.4, 0.8, 0.0], [0.6, 0.8, 1.0], [0.6, 0.3, -0.2], [0.4, -0.1, 0.5], [-1.0, -0.2, -0.1]], "mulliken_charge": [-1.033, -0.463, -0.772, 0.068, -0.698, -0.262, 0.331, 0.310, 0.269, 0.343, 0.314, 0.309, 0.437, 0.427, 0.351, 0.321, 0.403, 0.365, 0.315, 0.292, -0.626], "lumo_ev": -3.7, "de_lowest_kj_mol": 271.6, "spin_multiplicity": 1, "e_homo_ev": -13.86, "total_energy_ev": -8941.1927, "charge": 1}